Record 1
Here is a gas-phase ion, C47H46N5 (charge +1) from the Open Molecules 2025 dataset. Energies are from the ωB97M-V functional and the def2-TZVPD basis.

XYZ file:
```
98
Properties=species:S:1:pos:R:3:forces:R:3
C -4.5442 1.4744 -4.3355 -1.0 -1.1 -0.9
C -5.5984 0.3790 -4.1305 -0.4 0.4 0.3
N -5.0387 -0.7895 -3.4763 0.8 -0.2 0.6
C -5.9398 -1.9186 -3.5385 -0.5 -1.0 -0.5
C -5.5682 -3.0853 -2.6043 -0.9 0.8 -0.2
C -4.0813 -3.2788 -2.4872 0.2 -0.6 -0.3
C -3.3539 -2.0044 -2.2101 -0.1 -0.7 0.5
C -3.8698 -0.8005 -2.7545 -0.3 -0.3 -0.3
C -3.1216 0.3784 -2.5344 0.3 -0.1 0.4
C -1.9799 0.3214 -1.7506 -0.2 -0.2 -0.7
C -1.5077 -0.8831 -1.1316 0.7 0.2 0.2
C -0.2731 -0.9498 -0.3567 -1.4 2.2 -2.6
C 0.7669 0.0332 -0.9094 -1.9 -1.1 0.2
C 2.0493 0.3789 -0.5579 0.6 -0.5 0.6
C 2.7274 1.6633 -0.6764 -0.7 -2.0 -0.1
C 2.0548 2.8055 -1.1076 0.1 0.5 -0.3
C 2.6840 4.0296 -1.1273 -0.4 -0.4 0.0
C 4.0291 4.1651 -0.6893 -0.2 0.3 -0.1
N 4.6307 5.3947 -0.7075 -0.3 -0.6 0.0
C 4.0295 6.5936 -1.2901 0.0 0.1 0.5
C 2.8401 6.2885 -2.1793 0.3 0.0 -0.2
C 1.9251 5.2268 -1.5519 -0.4 1.4 -0.5
C 5.9076 5.6747 -0.0793 0.7 0.0 -0.1
C 6.3873 4.5638 0.8412 -0.4 -0.3 0.2
C 6.1024 3.1636 0.2190 1.6 0.5 0.6
C 4.7028 2.9973 -0.2397 -0.3 0.2 -0.1
C 4.0562 1.7778 -0.2459 0.6 0.6 0.1
C -2.2497 -2.0519 -1.3785 -0.8 0.9 -0.5
C -3.6874 1.6428 -3.0910 -0.5 1.0 -0.4
H -3.9813 1.1864 -5.2299 0.3 0.1 0.2
H -5.1211 2.3631 -4.6277 0.5 0.1 0.4
H -6.4426 0.7600 -3.5031 0.5 -0.2 -0.3
H -6.0705 0.0398 -5.0846 0.5 0.3 0.5
H -6.9712 -1.5668 -3.3050 0.6 -0.1 -0.1
H -5.9868 -2.2760 -4.5930 0.1 0.2 0.5
H -5.9913 -2.8495 -1.6230 0.1 -0.2 0.0
H -6.0699 -3.9830 -2.9809 0.1 0.1 0.2
H -3.8844 -3.9812 -1.6823 0.1 -0.2 0.0
H -3.6919 -3.7395 -3.4041 0.0 0.1 0.0
H -1.4293 1.2452 -1.6319 -0.1 0.0 0.3
H 0.9730 -2.0285 0.2704 0.8 -0.2 1.4
H 0.4385 0.6023 -1.7983 -0.5 -0.3 0.9
H 2.6132 -0.4453 -0.1140 0.2 0.4 0.5
H 1.0199 2.7162 -1.4508 0.3 0.2 0.2
H 3.7409 7.2561 -0.4491 0.0 -0.2 -0.3
H 4.8253 7.1230 -1.8464 -0.3 -0.2 0.1
H 2.3160 7.2348 -2.3490 -0.1 -0.3 -0.1
H 3.2211 5.9326 -3.1471 -0.2 0.0 0.2
H 1.1615 4.9730 -2.2971 0.1 -0.1 0.3
H 1.3952 5.6954 -0.7049 0.2 -0.2 -0.1
H 6.6611 5.8622 -0.8674 -0.2 -0.1 0.2
H 5.8179 6.6147 0.4883 0.0 -0.2 -0.2
H 7.4675 4.7088 1.0291 -0.6 -0.2 0.0
H 5.8605 4.6564 1.8097 0.2 -0.1 -0.4
H 6.8290 3.0382 -0.6060 -0.4 -0.1 0.1
H 6.3596 2.4159 0.9781 -0.1 0.0 -0.2
H 4.6242 0.9114 0.0848 -0.2 0.0 0.0
H -1.9189 -2.9980 -0.9898 0.0 -0.3 0.1
H -2.9374 2.3747 -3.3467 0.6 0.2 0.2
H -4.3462 2.1340 -2.3736 0.1 -0.1 0.4
C 0.5129 -6.4675 -1.7360 -0.1 0.1 -0.4
C 0.6423 -5.1332 -2.1711 0.3 -0.6 0.4
C 0.5441 -4.1101 -1.2401 -0.1 0.5 0.2
C 0.2640 -4.4243 0.0886 -0.3 -1.1 -1.4
N -0.1885 -3.4772 0.9461 -1.6 0.9 -0.3
C -0.0758 -2.0326 0.7362 4.5 0.2 1.5
N -0.1772 -1.6702 2.1845 0.2 0.4 -0.7
C -0.4732 -0.3933 2.6492 -0.5 -0.1 0.7
C 0.1052 0.7160 2.0582 0.0 -1.4 -0.2
C -0.3130 1.9607 2.4235 -0.4 0.3 0.9
C -1.1548 2.0917 3.5312 -0.1 0.9 -0.1
C -1.6825 0.9728 4.1858 0.6 0.5 -0.5
C -1.3707 -0.2869 3.7186 -0.2 0.2 -0.2
C -0.2176 -2.8067 2.9872 0.4 -1.4 0.2
C -0.0939 -2.9485 4.5260 0.4 0.1 0.9
C -0.6156 -4.0956 5.1933 0.1 0.5 -0.4
C -0.4710 -4.2914 6.5871 -0.1 0.3 -1.0
C 0.2146 -3.3549 7.3543 0.1 0.0 -0.3
C 0.7807 -2.2333 6.7488 -0.3 0.0 -1.0
C 0.6197 -2.0236 5.3674 -0.3 -0.3 -0.9
N -0.2418 -3.8756 2.2441 -0.3 1.6 1.6
C 0.2252 -5.7454 0.5319 -0.2 -1.3 0.4
C 0.2840 -6.7908 -0.3782 0.5 0.8 -1.0
H 0.6047 -7.2473 -2.4936 -0.2 0.1 0.3
H 0.8085 -4.8731 -3.2212 0.0 -0.3 0.4
H 0.6437 -3.0444 -1.4935 -0.2 -0.6 -0.3
H 0.8605 0.5128 1.3175 -0.2 0.5 0.2
H 0.0417 2.7923 1.8518 0.2 0.6 0.1
H -1.3875 3.1068 3.8852 -0.1 -0.6 -0.2
H -2.3194 1.0941 5.0391 -0.3 0.1 0.2
H -1.8146 -1.1657 4.1838 0.1 0.2 -0.2
H -1.1473 -4.8380 4.5958 0.1 0.2 0.2
H -0.9131 -5.1812 7.0458 0.2 0.4 -0.2
H 0.3272 -3.5011 8.4184 0.0 0.0 0.1
H 1.3394 -1.5005 7.3318 -0.2 -0.2 -0.2
H 1.0523 -1.1271 4.9003 -0.2 -0.4 0.3
H 0.0760 -5.9445 1.6001 0.0 0.1 -0.7
H 0.1499 -7.8300 -0.0714 0.2 0.4 0.0
```
Forces are in eV/Å.

Energy above the lowest of the compared OMol25 structures with the same formula, charge and spin = 0.0 kcal per mole
Charge = +1
LUMO = -4.50 eV
Energy = -2092.02199 Eh
Spin multiplicity = 1
E_HOMO = -0.333 hartree

Record 2
Here is a molecular structure, C47H46N7P2S3Se2V from the Open Molecules 2025 dataset. Energies are from the ωB97M-V functional and the def2-TZVPD basis.

XYZ file:
```
108
Properties=species:S:1:pos:R:3:forces:R:3
V 1.6665 1.0261 -0.3868 -0.6 -0.1 -0.6
C 0.9260 0.3046 6.2952 0.1 -0.3 -0.3
C 0.3483 -0.7732 5.3707 0.0 0.1 0.0
S 0.4792 -0.4410 3.5835 0.0 0.0 0.0
C 1.6419 -1.7032 3.0072 0.2 0.2 0.3
C 3.1024 -1.4905 3.4010 0.0 0.0 -0.3
S 3.8840 -0.0051 2.6668 -0.1 -0.2 0.4
C 4.3304 0.9625 4.1484 -0.4 0.1 -0.2
C 3.1279 1.4782 4.9570 0.2 -0.2 0.1
S 2.7352 0.3699 6.3472 0.0 0.0 0.1
H 0.6327 0.0770 7.3204 -0.1 0.1 0.0
H 0.5469 1.2961 6.0498 -0.1 0.0 0.0
H -0.7179 -0.8872 5.5705 0.0 0.0 0.1
H 0.8330 -1.7312 5.5643 -0.1 0.0 0.0
H 1.5100 -1.7042 1.9281 0.0 -0.1 -0.1
H 1.2956 -2.6683 3.3825 0.1 0.0 0.0
H 3.6971 -2.3454 3.0782 0.0 -0.1 0.0
H 3.1941 -1.3849 4.4750 0.1 -0.1 0.2
H 4.9101 1.7968 3.7473 0.0 0.0 0.1
H 4.9939 0.3526 4.7575 0.1 0.0 0.0
H 2.2544 1.5194 4.3191 -0.1 0.1 -0.1
H 3.3276 2.4720 5.3657 0.1 0.0 -0.1
C 0.9513 3.4282 2.9773 -0.2 0.1 0.1
C 2.1539 4.0780 3.1596 0.3 0.2 0.0
C 3.2324 3.7985 2.3162 0.1 0.5 0.6
C 3.0665 2.8951 1.3061 -0.1 -0.3 -0.7
N 1.8940 2.2410 1.1468 -0.2 0.6 1.1
C 0.8570 2.4932 1.9677 0.6 -0.1 -0.2
C 4.0417 2.6466 0.2023 -0.8 -0.2 0.2
C 5.2821 3.2242 0.1087 0.5 0.2 0.0
C 6.0198 3.0453 -1.0554 0.1 0.1 0.2
C 5.4828 2.3005 -2.0895 0.2 0.0 -0.1
C 4.2405 1.7321 -1.9173 -0.3 0.0 0.4
N 3.5311 1.8818 -0.7850 0.8 0.4 -0.2
H 0.0944 3.6255 3.6119 0.1 0.0 -0.1
H 2.2618 4.8142 3.9500 0.0 -0.1 -0.1
H 4.1837 4.3017 2.4505 -0.2 0.0 0.0
H -0.0476 1.9317 1.8036 -0.1 -0.1 -0.1
H 5.6730 3.8173 0.9250 0.0 0.0 -0.1
H 6.9954 3.5061 -1.1598 -0.1 -0.1 0.0
H 6.0189 2.1592 -3.0199 -0.1 0.0 0.1
H 3.7818 1.1487 -2.6979 -0.1 -0.2 -0.1
Se -4.4159 -0.5253 -3.0985 0.1 0.0 0.0
P -3.3555 -1.7093 -1.7262 -0.1 0.1 -0.3
C -2.5881 -3.1604 -2.4972 0.1 -0.1 -0.1
C -1.9149 -2.9800 -3.7088 0.0 -0.2 0.0
C -1.2553 -4.0521 -4.3007 0.0 0.1 0.1
C -1.2728 -5.3043 -3.6883 0.0 0.0 -0.1
C -1.9589 -5.4859 -2.4969 -0.1 0.1 0.1
C -2.6157 -4.4138 -1.8963 0.1 -0.1 0.0
C -4.3687 -2.2651 -0.3539 -0.1 -0.1 0.2
C -5.4754 -3.0589 -0.6693 0.0 0.0 0.1
C -6.3409 -3.4624 0.3356 0.0 0.0 0.0
C -6.1163 -3.0626 1.6494 0.0 0.0 0.0
C -5.0246 -2.2665 1.9608 0.1 0.1 0.0
C -4.1465 -1.8635 0.9607 -0.1 -0.1 0.0
C -1.8987 -0.9420 -0.9561 0.0 -0.7 0.2
C -1.2077 0.2416 -1.0666 0.4 0.0 0.3
N -0.1069 0.0885 -0.2629 -0.2 -0.2 0.1
N -0.1213 -1.1454 0.2878 -0.5 0.7 -0.6
N -1.1788 -1.7645 -0.1207 -0.1 0.2 -0.1
P -1.3844 1.8722 -1.8158 0.1 -0.5 0.1
Se 0.6655 2.6945 -1.8197 -0.2 0.1 -0.4
C -1.9514 1.8097 -3.4870 0.0 0.1 -0.2
C -2.9685 2.6578 -3.9124 0.0 0.0 0.0
C -3.3541 2.6328 -5.2455 -0.1 0.1 0.0
C -2.7194 1.7789 -6.1351 0.0 0.0 0.0
C -1.6855 0.9481 -5.7068 0.0 0.0 -0.1
C -1.2959 0.9662 -4.3824 -0.1 0.0 -0.1
C -2.4919 2.7934 -0.7729 0.0 0.2 0.3
C -3.8216 2.3725 -0.6883 -0.1 0.0 0.1
C -4.6710 3.0058 0.2085 0.0 0.0 0.0
C -4.2002 4.0426 1.0101 0.0 0.0 0.0
C -2.8777 4.4586 0.9179 0.0 0.0 0.0
C -2.0146 3.8322 0.0269 -0.2 0.0 0.0
H -1.9431 -2.0102 -4.1960 0.0 0.0 0.0
H -0.7508 -3.9186 -5.2523 0.0 0.0 0.1
H -0.7684 -6.1449 -4.1561 -0.1 0.1 0.0
H -1.9947 -6.4654 -2.0353 0.0 0.1 0.0
H -3.1520 -4.5577 -0.9647 0.1 0.0 -0.1
H -5.6585 -3.3509 -1.6984 0.0 0.0 0.1
H -7.1950 -4.0851 0.0946 0.1 0.1 0.0
H -6.8008 -3.3713 2.4323 0.1 0.0 -0.1
H -4.8518 -1.9584 2.9858 0.0 0.0 -0.1
H -3.2897 -1.2499 1.2113 -0.1 0.0 0.0
H -3.4656 3.3188 -3.2119 0.0 0.0 -0.1
H -4.1493 3.2869 -5.5892 0.1 -0.1 0.1
H -3.0242 1.7641 -7.1744 0.0 0.0 0.1
H -1.1842 0.2973 -6.4128 0.0 0.0 0.0
H -0.4902 0.3274 -4.0430 0.0 0.0 0.0
H -4.1908 1.5607 -1.3161 0.1 0.1 0.1
H -5.7041 2.6839 0.2814 0.1 0.0 0.0
H -4.8719 4.5314 1.7097 0.1 -0.1 -0.1
H -2.5187 5.2751 1.5363 0.0 -0.1 -0.1
H -0.9857 4.1565 -0.0571 0.0 0.0 0.0
N 3.4069 -4.6264 -1.7180 0.0 0.0 0.0
C 3.1328 -3.3288 -1.5458 0.0 0.0 0.0
C 2.0849 -2.7029 -2.2616 0.1 -0.5 -0.1
C 1.8094 -1.3985 -2.0295 0.2 0.4 0.4
N 2.4811 -0.6418 -1.1143 0.5 -1.0 -0.3
C 3.5221 -1.2276 -0.4631 -0.5 0.2 -0.5
C 3.8787 -2.5276 -0.6517 0.0 -0.3 0.0
H 2.8931 -5.1815 -2.3797 0.0 0.0 0.0
H 4.1604 -5.0700 -1.2226 0.0 0.0 0.0
H 1.4926 -3.2553 -2.9864 0.1 0.1 0.1
H 1.0259 -0.9077 -2.5897 -0.2 0.1 0.1
H 4.0728 -0.6107 0.2316 0.0 0.1 0.0
H 4.7287 -2.9340 -0.1126 -0.1 0.0 -0.1
```
Forces are in eV/Å.

Energy above the lowest of the compared OMol25 structures with the same formula, charge and spin = 22.7 kcal per mole
Charge = +2
LUMO (spin up / spin down) = -6.05 / -6.14 eV
Energy = -9825.71857 Eh
Spin multiplicity = 3
E_HOMO (spin up / spin down) = -0.435 / -0.435 hartree

Which of these has the highest spin multiplicity? C47H46N7P2S3Se2V